## one
{"formula": "H2N2O3S", "method": "ωB97M-V with the def2-TZVPD basis set", "homo_lumo_gap_ha": 0.37606, "lumo_ev": 0.1, "charge": 0, "e_homo_ev": -10.094, "species": ["H", "O", "H", "O", "N", "S", "N", "O"], "positions_angstrom": [[-1.5535, 0.5366, 1.0228], [2.4256, 0.4287, 0.5959], [-1.7936, 0.4186, -0.6653], [0.7284, 0.4854, -0.6756], [-1.6274, -0.0843, 0.3011], [-0.0853, -0.8433, 0.2945], [1.8667, 0.9992, -0.2837], [0.0390, -1.9409, -0.5898]], "nbo_charge": [0.377, -0.335, 0.406, -0.535, -1.004, 1.589, 0.379, -0.877]}

## two
{"formula": "H2N2O3S", "method": "ωB97M-V with the def2-TZVPD basis set", "homo_lumo_gap_ha": 0.37338, "lumo_ev": 0.3, "smiles": "O=[N+]([O-])N(O)S", "charge": 0, "e_homo_ev": -9.868, "species": ["H", "N", "O", "O", "H", "O", "S", "N"], "positions_angstrom": [[1.0371, -1.0263, 1.7947], [2.0615, 0.1408, 0.0276], [2.5556, -0.9687, 0.1684], [2.4325, 1.1653, -0.3932], [-0.4664, 1.6932, -0.5919], [0.4013, -1.0199, 1.0676], [0.1137, 1.5894, 0.5622], [0.6866, -0.0029, 0.3115]], "nbo_charge": [0.464, 0.602, -0.411, -0.328, 0.119, -0.469, 0.182, -0.160]}

What should be chosen as the most stable of them? Choose one.

## one
{"formula": "H2N2O3S", "method": "ωB97M-V with the def2-TZVPD basis set", "homo_lumo_gap_ha": 0.37332, "lumo_ev": 0.0, "charge": 0, "e_homo_ev": -10.147, "species": ["S", "O", "H", "O", "O", "N", "N", "H"], "positions_angstrom": [[-0.4077, -0.7700, -0.7686], [0.3714, -1.9736, -0.7287], [-0.2141, -0.5443, 1.5554], [0.0179, 1.7981, -0.5199], [1.9443, 0.7948, -0.4616], [-0.9473, -0.5313, 0.7627], [0.7803, 0.8269, -0.6164], [-1.5447, 0.3993, 0.7770]], "nbo_charge": [1.498, -0.878, 0.419, -0.441, -0.314, -1.062, 0.353, 0.425]}

## two
{"formula": "H2N2O3S", "method": "ωB97M-V with the def2-TZVPD basis set", "homo_lumo_gap_ha": [0.31459, 0.32895], "lumo_ev": [-2.0, -1.1], "charge": 0, "e_homo_ev": [-10.558, -10.025], "species": ["O", "O", "H", "S", "H", "N", "N", "O"], "positions_angstrom": [[-1.7003, 1.2351, -0.8287], [-1.4913, 1.4947, 1.3223], [2.8885, 0.3420, 0.0780], [-1.3775, -1.0435, 0.5069], [2.0291, -0.8603, -0.7459], [2.2485, -0.4689, 0.1318], [-1.4798, 0.8926, 0.2895], [-1.1173, -1.5916, -0.7540]], "nbo_charge": [-0.336, -0.351, 0.307, 1.060, 0.300, -0.606, 0.384, -0.757]}

## three
{"formula": "H2N2O3S", "method": "ωB97M-V with the def2-TZVPD basis set", "homo_lumo_gap_ha": 0.34898, "lumo_ev": -0.7, "smiles": "N[N+]([O-])=S(=O)=O", "charge": 0, "e_homo_ev": -10.179, "species": ["H", "S", "O", "N", "H", "O", "O", "N"], "positions_angstrom": [[-0.8715, -0.9773, 0.1691], [1.5986, -0.3072, 0.1441], [2.1625, -0.2328, -1.1846], [-1.1424, -0.0488, -0.0064], [-2.0011, 0.3336, 0.1951], [0.8009, -1.5245, 0.4210], [-0.3518, 1.9879, 0.1359], [-0.1953, 0.7691, 0.1257]], "nbo_charge": [0.440, 1.641, -0.881, -0.492, 0.384, -0.982, -0.337, 0.227]}

What should be chosen as the most stable of them? Choose three.

## one
{"formula": "H2N2O3S", "method": "ωB97M-V with the def2-TZVPD basis set", "homo_lumo_gap_ha": 0.36538, "lumo_ev": -0.3, "charge": 0, "e_homo_ev": -10.212, "species": ["O", "N", "H", "H", "O", "S", "O", "N"], "positions_angstrom": [[-2.0539, -2.9669, -0.3538], [-0.3294, -0.9878, 1.6273], [0.2718, -1.6511, 1.2380], [-0.8857, -1.2769, 2.5138], [-0.4632, -1.9986, -1.5462], [-1.3419, -0.3994, 0.3783], [-2.6871, -0.0657, 0.6852], [-1.3840, -2.0510, -0.6258]], "nbo_charge": [-0.297, -1.038, 0.402, 0.413, -0.440, 1.506, -0.867, 0.321]}

## two
{"formula": "H2N2O3S", "method": "ωB97M-V with the def2-TZVPD basis set", "homo_lumo_gap_ha": [0.36010, 0.24484], "lumo_ev": [-0.2, -1.4], "charge": 0, "e_homo_ev": [-9.951, -8.055], "species": ["H", "H", "O", "N", "O", "S", "O", "N"], "positions_angstrom": [[-1.0247, 1.6638, -0.4616], [-0.8991, -1.5160, 1.2632], [-1.1208, 0.8718, -0.9848], [1.4008, 0.1947, 0.0657], [1.6191, -0.9912, -0.0377], [-0.8142, -1.5223, -0.0554], [2.0282, 1.2282, 0.0583], [-1.1892, 0.0711, 0.1522]], "nbo_charge": [0.486, 0.133, -0.541, 0.486, -0.291, 0.364, -0.296, -0.340]}

## three
{"formula": "H2N2O3S", "method": "ωB97M-V with the def2-TZVPD basis set", "homo_lumo_gap_ha": [0.27139, 0.27118], "lumo_ev": [-1.9, -1.9], "smiles": "O=[N+]([O-])O.N=S", "charge": 0, "e_homo_ev": [-9.290, -9.288], "species": ["N", "H", "O", "O", "O", "H", "N", "S"], "positions_angstrom": [[-1.4606, 1.0766, -0.3136], [-2.2982, 1.5390, -0.7731], [2.2577, -1.6744, 0.3226], [1.3732, 0.2283, -0.3365], [0.1375, -1.4449, 0.2860], [0.5184, 0.7097, -0.4713], [1.2632, -1.0972, 0.1340], [-1.7913, 0.6629, 1.1519]], "nbo_charge": [-0.793, 0.363, -0.318, -0.586, -0.390, 0.518, 0.751, 0.454]}

What should be chosen as the most stable of them? Choose one.